56
Properties=species:S:1:pos:R:3 method="wB97M-V/def2-TZVPD" largest_force_ev_per_a=0.6 homo_energy_ev=-9.18 charge=0 e_above_lowest_ev=0.100 homo_lumo_gap_ev=10.13 spin_multiplicity=1
C 3.895 -0.904 -0.727
C 4.007 -1.203 -2.217
C 2.706 -0.940 -2.977
C 1.611 -1.951 -2.641
C 0.397 -1.847 -3.577
C -0.337 -0.551 -3.428
C -1.466 -0.365 -2.752
C -2.235 -1.419 -1.999
C -3.665 -1.015 -1.782
C -4.108 -0.214 -0.825
C -3.287 0.447 0.237
C -3.749 0.078 1.621
C -3.139 0.444 2.738
C -1.905 1.291 2.803
C -1.048 0.969 4.029
C 0.234 1.811 4.112
C 1.488 1.111 3.582
C 1.429 0.671 2.120
C 1.364 1.849 1.147
C 1.089 1.423 -0.274
O 1.608 1.901 -1.249
O 0.166 0.464 -0.355
H 4.854 -1.056 -0.236
H 3.593 0.130 -0.578
H 3.163 -1.553 -0.251
H 4.791 -0.570 -2.641
H 4.309 -2.244 -2.360
H 2.914 -0.995 -4.049
H 2.369 0.073 -2.755
H 2.024 -2.960 -2.730
H 1.279 -1.821 -1.610
H -0.273 -2.684 -3.370
H 0.745 -1.940 -4.609
H 0.122 0.297 -3.920
H -1.907 0.623 -2.721
H -1.751 -1.593 -1.033
H -2.208 -2.362 -2.548
H -4.370 -1.408 -2.503
H -5.167 0.006 -0.774
H -2.230 0.200 0.124
H -3.377 1.534 0.117
H -4.645 -0.526 1.672
H -3.547 0.139 3.693
H -1.328 1.157 1.889
H -2.204 2.345 2.850
H -1.652 1.147 4.922
H -0.788 -0.091 4.021
H 0.083 2.755 3.585
H 0.427 2.063 5.157
H 1.670 0.224 4.194
H 2.342 1.780 3.717
H 0.565 0.025 1.968
H 2.322 0.083 1.897
H 2.291 2.424 1.162
H 0.548 2.518 1.430
H -0.015 0.229 -1.293

***

84
Properties=species:S:1:pos:R:3 method="wB97M-V/def2-TZVPD" largest_force_ev_per_a=7.4 homo_energy_ev=-6.98 charge=0 homo_lumo_gap_ev=3.06 spin_multiplicity=1
N 3.732 2.806 -1.210
N 2.338 2.814 -1.442
C 1.474 3.418 -0.320
C -0.190 3.484 -0.412
C -0.936 2.892 -1.778
C -2.590 2.931 -1.846
C -3.471 1.865 -2.786
C -5.141 1.913 -2.784
N -5.942 2.923 -1.936
B -7.489 2.879 -1.949
O -8.253 1.800 -2.668
O -8.333 3.870 -1.213
C -5.167 3.934 -1.105
C -3.524 4.023 -0.996
C 0.052 2.276 -2.933
C 1.713 2.257 -2.738
H 3.836 2.508 -0.194
H 4.181 2.054 -1.813
H 1.995 3.848 0.658
H -0.868 3.931 0.452
H -2.884 1.073 -3.452
H -5.800 1.148 -3.417
H -8.251 1.044 -1.982
H -8.401 3.468 -0.276
H -5.787 4.718 -0.452
H -2.921 4.799 -0.350
H -0.466 1.830 -3.908
H 2.450 1.837 -3.565
F 1.338 -1.815 -4.026
As 0.999 -1.994 -2.250
F 2.451 -0.971 -1.869
F 2.037 -3.485 -2.203
F 0.660 -2.174 -0.474
F -0.453 -3.018 -2.631
F -0.039 -0.504 -2.297
C -1.524 -4.043 2.796
C -0.920 -5.370 3.107
O -0.882 -6.016 1.854
C -0.762 -5.012 0.941
O -0.425 -5.179 -0.219
O -1.057 -3.793 1.486
F -1.720 -6.084 3.930
H -2.619 -4.067 2.793
H -1.192 -3.263 3.487
H 0.091 -5.316 3.524
C 3.813 -0.790 1.613
Cl 2.188 -1.449 1.834
Cl 3.897 0.890 2.156
H 4.521 -1.387 2.193
H 4.075 -0.835 0.553
C 7.144 -3.508 -1.390
S 5.342 -3.659 -1.318
O 4.807 -2.392 -0.720
C 5.307 -4.926 -0.027
H 7.398 -2.732 -2.116
H 7.537 -3.226 -0.409
H 7.579 -4.457 -1.710
H 5.810 -4.560 0.871
H 5.800 -5.831 -0.390
H 4.265 -5.152 0.208
Cl 3.399 0.656 -1.000
C -5.025 -2.222 -0.546
C -4.134 -3.267 0.114
O -4.540 -3.439 1.473
O -4.941 -0.993 0.172
H -4.724 -2.043 -1.582
H -6.073 -2.540 -0.528
H -3.093 -2.930 0.128
H -4.192 -4.230 -0.402
H -5.406 -3.884 1.463
H -4.881 -1.239 1.117
F -7.701 3.402 -4.456
Be -2.601 2.960 -4.710
Br 6.099 -2.662 0.961
C 2.476 4.813 5.054
S 3.344 5.344 3.558
O 3.338 4.191 2.600
C 4.989 5.419 4.307
H 1.421 4.664 4.809
H 2.897 3.872 5.418
H 2.561 5.585 5.822
H 5.259 4.443 4.717
H 4.996 6.173 5.099
H 5.708 5.700 3.535

***

64
Properties=species:S:1:pos:R:3 method="wB97M-V/def2-TZVPD" largest_force_ev_per_a=3.0 homo_energy_ev=-8.82 charge=0 smiles="COCCCCB(S)Cc1ccccc1.O=S1(=O)CCCC1.O=S1(=O)CCCC1" homo_lumo_gap_ev=9.19 spin_multiplicity=1
C -2.035 3.482 -1.210
O -2.012 2.330 -0.374
C -1.952 1.118 -1.142
C -2.175 -0.065 -0.118
C -1.529 -1.428 -0.567
C -2.618 -2.409 -1.244
B -2.068 -2.988 -2.643
S -2.651 -2.085 -4.186
C -1.046 -4.241 -2.749
C 0.353 -3.569 -3.059
C 0.690 -3.309 -4.453
C 1.967 -2.649 -4.760
C 2.814 -2.277 -3.633
C 2.481 -2.550 -2.234
C 1.208 -3.216 -1.928
H -1.894 4.373 -0.543
H -3.030 3.632 -1.729
H -1.199 3.508 -1.965
H -0.986 1.043 -1.711
H -2.800 1.115 -1.894
H -3.276 -0.186 0.054
H -1.700 0.267 0.843
H -0.616 -1.304 -1.210
H -1.186 -1.944 0.375
H -3.532 -1.779 -1.418
H -2.892 -3.264 -0.573
H -2.482 -0.768 -3.794
H -1.320 -4.962 -3.562
H -0.976 -4.823 -1.794
H -0.034 -3.621 -5.236
H 2.215 -2.428 -5.824
H 3.768 -1.744 -3.884
H 3.118 -2.250 -1.372
H 0.884 -3.452 -0.887
O -0.479 0.115 3.049
S -1.802 0.394 3.560
O -2.977 -0.260 3.041
C -1.773 0.212 5.337
C -1.377 1.592 5.851
C -2.179 2.593 5.014
C -2.056 2.168 3.547
H -1.070 -0.570 5.618
H -2.781 -0.054 5.660
H -1.585 1.696 6.916
H -0.307 1.755 5.697
H -3.229 2.565 5.319
H -1.824 3.615 5.158
H -2.959 2.398 2.984
H -1.193 2.629 3.068
O 5.256 3.112 -0.688
S 5.009 1.737 -0.329
O 6.058 0.746 -0.327
C 4.175 1.703 1.250
C 2.695 1.786 0.897
C 2.499 0.848 -0.297
C 3.625 1.133 -1.295
H 4.518 2.532 1.868
H 4.413 0.753 1.731
H 2.065 1.503 1.742
H 2.435 2.809 0.609
H 2.562 -0.190 0.042
H 1.520 0.982 -0.760
H 3.926 0.234 -1.832
H 3.344 1.912 -2.004

***

70
Properties=species:S:1:pos:R:3 method="wB97M-V/def2-TZVPD" largest_force_ev_per_a=3.8 homo_energy_ev=-3.08 charge=-1 homo_lumo_gap_ev=3.99 spin_multiplicity=1
C 5.028 -1.066 2.700
C 5.598 -2.165 1.783
C 6.646 -1.693 0.777
C 6.141 -0.964 -0.505
C 4.625 -0.761 -0.645
C 4.127 0.574 -0.063
C 3.020 1.187 -0.931
C 1.650 0.503 -0.727
C 0.498 1.476 -0.387
C -0.304 0.987 0.829
C -1.694 1.608 0.942
C -2.819 0.763 0.305
C -4.152 0.898 1.072
C -4.647 -0.456 1.634
C -5.797 -1.083 0.843
N -5.320 -2.230 0.076
O -6.466 -3.234 0.081
C -6.913 -3.458 -1.053
N -7.367 -3.663 -2.131
H 5.483 -0.098 2.510
H 3.955 -1.010 2.533
H 5.161 -1.316 3.746
H 4.816 -2.751 1.313
H 6.108 -2.872 2.439
H 7.166 -2.591 0.444
H 7.392 -1.104 1.306
H 6.515 -1.495 -1.378
H 6.581 0.029 -0.504
H 4.029 -1.604 -0.308
H 4.430 -0.671 -1.714
H 3.691 0.457 0.923
H 4.938 1.298 -0.067
H 3.298 1.086 -1.980
H 2.960 2.260 -0.761
H 1.391 0.001 -1.652
H 1.726 -0.205 0.094
H -0.194 1.506 -1.227
H 0.846 2.486 -0.185
H 0.272 1.272 1.712
H -0.382 -0.097 0.814
H -1.934 1.683 2.001
H -1.749 2.618 0.534
H -2.975 1.052 -0.733
H -2.513 -0.279 0.303
H -4.923 1.268 0.402
H -4.075 1.596 1.904
H -4.988 -0.319 2.660
H -3.853 -1.199 1.668
H -6.556 -1.475 1.535
H -6.283 -0.315 0.212
C 2.620 -2.042 6.075
Br 1.225 -0.946 5.331
Br 3.109 -3.469 4.879
Br 4.148 -0.992 6.604
H 2.226 -2.498 6.970
C 9.796 -0.491 -2.542
Br 9.920 -2.326 -1.974
Br 8.309 -0.214 -3.735
Br 9.752 0.716 -1.042
H 10.694 -0.268 -3.100
C -7.112 1.321 -3.202
Br -6.468 3.037 -2.572
Br -6.650 -0.108 -2.010
Br -9.015 1.382 -3.565
H -6.623 1.131 -4.145
C -11.649 3.844 -5.104
Br -10.450 5.328 -4.876
Br -13.263 4.067 -4.076
Br -12.030 3.515 -6.963
H -11.144 2.968 -4.721

***

64
Properties=species:S:1:pos:R:3 method="wB97M-V/def2-TZVPD" largest_force_ev_per_a=0.0 homo_energy_ev=-9.40 charge=0 smiles="CC1(C)CCC[C@@H](C(=O)NC[C@@H]2CC[C@]3(CO2)C[C@H](NC(=O)CS(N)(=O)=O)C3)C1" e_above_lowest_ev=0.000 homo_lumo_gap_ev=9.85 spin_multiplicity=1
C -4.503 2.437 3.683
C -3.988 3.439 2.651
C -5.131 4.390 2.288
C -2.803 4.211 3.248
C -2.081 5.092 2.232
C -1.629 4.283 1.021
C -2.814 3.551 0.379
C -2.330 2.855 -0.885
O -1.840 3.497 -1.801
N -2.467 1.505 -0.949
C -1.868 0.758 -2.035
C -0.398 0.479 -1.796
C 0.261 -0.232 -2.967
C 1.704 -0.592 -2.619
C 1.750 -1.370 -1.315
C 1.015 -0.582 -0.240
O -0.323 -0.318 -0.616
C 1.279 -2.847 -1.361
C 2.462 -3.211 -0.446
N 3.163 -4.437 -0.735
C 3.767 -5.167 0.227
O 3.731 -4.909 1.414
C 4.488 -6.427 -0.252
S 5.626 -6.207 -1.596
N 6.626 -5.025 -1.057
O 6.374 -7.420 -1.718
O 4.895 -5.667 -2.713
C 3.126 -1.866 -0.817
C -3.509 2.666 1.411
H -3.719 1.731 3.968
H -4.840 2.949 4.586
H -5.346 1.865 3.286
H -4.835 5.153 1.569
H -5.969 3.835 1.858
H -5.494 4.903 3.183
H -3.151 4.809 4.095
H -2.088 3.484 3.651
H -2.737 5.903 1.901
H -1.219 5.569 2.704
H -1.155 4.919 0.274
H -0.887 3.539 1.335
H -3.516 4.308 0.015
H -2.705 1.002 -0.113
H -2.400 -0.189 -2.146
H -1.984 1.337 -2.950
H 0.115 1.434 -1.610
H -0.307 -1.141 -3.191
H 0.221 0.408 -3.851
H 2.166 -1.173 -3.420
H 2.292 0.326 -2.507
H 0.969 -1.136 0.699
H 1.546 0.363 -0.054
H 0.273 -3.070 -1.007
H 1.411 -3.268 -2.361
H 2.182 -3.241 0.604
H 3.333 -4.688 -1.698
H 5.052 -6.831 0.585
H 3.775 -7.175 -0.604
H 7.558 -5.361 -0.855
H 6.601 -4.199 -1.637
H 3.823 -1.989 -1.650
H 3.615 -1.306 -0.018
H -2.800 1.901 1.758
H -4.362 2.144 0.966

***

68
Properties=species:S:1:pos:R:3 method="wB97M-V/def2-TZVPD" largest_force_ev_per_a=7.8 homo_energy_ev="-1.86 / -2.69" charge=-1 s_squared=2.02 e_above_lowest_ev=5.062 homo_lumo_gap_ev="4.12 / 4.93" spin_multiplicity=3
O 0.207 0.083 -1.160
C -0.747 0.336 -2.152
C -0.461 1.629 -2.879
C 0.402 2.579 -2.344
H 0.896 2.350 -1.411
C 0.634 3.781 -2.997
H 1.300 4.514 -2.558
C 0.014 4.046 -4.211
H 0.192 4.983 -4.723
C -0.832 3.095 -4.766
H -1.314 3.288 -5.716
C -1.067 1.900 -4.102
H -1.731 1.162 -4.535
H -0.731 -0.464 -2.901
C -2.557 -1.096 -1.167
C -2.118 0.296 -1.489
H -3.637 -1.210 -1.121
H -2.129 -1.419 -0.220
H -2.183 -1.791 -1.923
C -2.798 1.409 -1.207
C -4.118 1.526 -0.525
H -2.367 2.354 -1.521
H -4.882 1.992 -1.142
H -4.032 2.117 0.391
H -4.491 0.546 -0.218
Pt 0.016 0.026 0.705
Cl 0.607 2.234 1.112
Cl -2.254 0.475 0.828
H 4.638 1.381 -2.063
H 4.973 1.718 0.621
C 3.593 1.386 -1.759
C 3.894 1.576 0.681
N 3.447 0.784 -0.452
H 3.012 0.835 -2.493
C 2.735 -0.322 -0.284
O 2.045 -0.595 0.713
H 3.625 1.075 1.602
H 2.819 -1.032 -1.118
H 3.237 2.416 -1.729
H 3.397 2.542 0.657
H -0.579 -5.319 1.314
H 1.314 -5.713 -0.620
C -1.015 -4.742 0.498
C 0.791 -4.940 -1.181
N 0.022 -4.105 -0.284
H -1.678 -3.988 0.911
C 0.200 -2.784 -0.237
O -0.371 -2.043 0.580
H 1.512 -4.323 -1.704
H 0.875 -2.378 -0.988
H -1.609 -5.406 -0.129
H 0.134 -5.422 -1.906
C -1.460 1.628 4.432
O -0.842 0.363 4.644
P -0.254 -0.090 3.116
O 1.355 -0.400 3.610
C 1.956 0.746 4.158
O -1.313 -1.428 3.052
C -0.582 -2.565 3.463
H -2.061 1.694 3.490
H -0.705 2.443 4.428
H -2.191 1.833 5.238
H 2.432 1.335 3.363
H 1.287 1.390 4.757
H 2.738 0.410 4.871
H 0.376 -2.686 2.904
H -0.398 -2.546 4.558
H -1.174 -3.473 3.236

***

68
Properties=species:S:1:pos:R:3 method="wB97M-V/def2-TZVPD" largest_force_ev_per_a=3.7 homo_energy_ev="-0.92 / -3.06" charge=-1 s_squared=2.02 e_above_lowest_ev=3.771 homo_lumo_gap_ev="3.44 / 5.57" spin_multiplicity=3
O 1.193 -0.349 -2.958
C 0.095 0.181 -3.085
C -0.184 1.678 -3.178
C 0.268 2.725 -2.336
H 0.417 2.594 -1.252
C 0.531 3.965 -2.945
H 1.034 4.778 -2.389
C 0.171 4.128 -4.298
H 0.428 5.047 -4.807
C -0.559 3.168 -5.028
H -0.885 3.304 -6.071
C -0.821 1.958 -4.396
H -1.349 1.140 -4.889
H -0.929 -0.342 -3.101
C -2.560 -1.048 -1.122
C -2.029 0.183 -0.383
H -3.231 -0.725 -1.926
H -3.140 -1.635 -0.391
H -1.775 -1.693 -1.538
C -2.494 1.444 -0.719
C -3.956 1.660 -0.764
H -1.775 2.256 -0.860
H -4.271 1.992 -1.749
H -4.187 2.359 0.046
H -4.422 0.700 -0.494
Pt -1.162 0.048 1.394
Cl -0.465 2.283 1.216
Cl -3.483 -0.424 2.270
H 4.425 1.318 -2.084
H 4.592 1.956 0.507
C 3.365 1.465 -1.826
C 3.520 1.736 0.626
N 3.071 0.937 -0.508
H 2.751 0.939 -2.564
C 2.615 -0.337 -0.337
O 1.905 -0.703 0.600
H 3.369 1.169 1.548
H 3.001 -1.034 -1.122
H 3.121 2.536 -1.866
H 2.970 2.691 0.667
H -0.661 -5.182 1.486
H 1.341 -5.480 -0.474
C -1.141 -4.779 0.580
C 0.715 -4.804 -1.077
N -0.179 -4.037 -0.216
H -1.957 -4.116 0.887
C -0.065 -2.729 0.030
O -0.821 -2.195 0.889
H 1.348 -4.115 -1.645
H 0.700 -2.188 -0.548
H -1.530 -5.605 -0.020
H 0.113 -5.403 -1.774
C -1.459 1.876 4.210
O -0.321 0.980 4.185
P -0.119 -0.295 3.278
O 1.444 -0.477 3.289
C 2.252 0.358 4.147
O -0.805 -1.551 3.929
C -0.172 -2.843 3.787
H -2.377 1.489 3.728
H -1.176 2.815 3.730
H -1.613 2.064 5.275
H 2.378 1.349 3.683
H 1.813 0.473 5.150
H 3.200 -0.182 4.246
H 0.762 -2.794 3.199
H 0.059 -3.137 4.817
H -0.892 -3.541 3.338

***

Number 1: energy -25386.2138 eV. Number 2: energy -257113.8616 eV. Number 3: energy -64725.4203 eV. Number 4: energy -866840.9361 eV. Number 5: energy -46852.5849 eV. Number 6: energy -74166.1424 eV. Number 7: energy -74167.4328 eV.